7
Properties=species:S:1:pos:R:3:forces:R:3:nbo_charge:R:1 method="wB97M-V/def2-TZVPD" homo_energy_ev="-9.71 / -7.33"
C 1.022760 -0.897547 0.035042 -0.8 -0.2 -1.8 -0.02
C 0.121029 -0.434679 -0.812368 -0.4 3.1 3.9 -0.19
C -0.748725 0.852173 1.049963 3.4 -3.5 -2.6 0.13
N -0.713588 0.544602 -0.134912 -1.9 0.5 -1.2 -0.46
Cl -1.594465 1.671838 2.073006 -2.4 2.4 2.3 0.17
H 1.814522 -1.442041 -0.346021 2.0 -1.5 0.2 0.15
H 0.098467 -0.294345 -1.864711 0.1 -0.7 -0.8 0.23

***

46
Properties=species:S:1:pos:R:3:forces:R:3:nbo_charge:R:1 method="wB97M-V/def2-TZVPD" homo_energy_ev=-8.74 smiles="COc1ccc(-c2c(S(=O)(=O)c3ccccc3)cnn2-c2ccccc2)cc1"
C -1.669887 -4.949435 -1.070475 0.0 -0.2 -0.2 -0.25
O -1.641726 -4.119447 0.066699 0.0 0.2 0.2 -0.51
C -0.993011 -2.929316 -0.010790 0.1 0.2 0.1 0.39
C -0.321903 -2.456480 -1.133247 -0.1 -0.4 -0.1 -0.35
C 0.290229 -1.215910 -1.101207 0.0 0.2 0.3 -0.11
C 0.239875 -0.426784 0.039008 0.0 -0.3 -0.2 -0.15
C 0.852016 0.903799 0.049531 -0.2 0.2 0.0 0.17
C 0.246209 2.143973 -0.028224 -0.5 -0.4 0.1 -0.44
S -1.452720 2.594393 -0.298191 0.2 0.1 -0.2 2.18
O -1.786393 3.620824 0.653432 0.1 -0.2 0.2 -0.93
O -1.576835 2.903136 -1.699556 0.0 -0.3 0.0 -0.93
C -2.458825 1.147371 0.043331 0.4 0.5 -0.1 -0.25
C -2.719609 0.255104 -0.977726 0.0 0.0 -0.2 -0.21
C -3.518454 -0.845799 -0.721415 0.0 0.1 0.0 -0.20
C -4.048803 -1.034667 0.545372 -0.1 0.0 0.0 -0.19
C -3.792283 -0.123087 1.557194 0.0 0.0 0.0 -0.22
C -2.990851 0.978238 1.305757 0.0 0.1 0.2 -0.20
C 1.304562 3.070086 -0.022163 -0.1 -0.2 0.0 0.01
N 2.458005 2.453092 0.053741 0.4 0.6 0.0 -0.25
N 2.192609 1.143625 0.100039 -1.0 0.2 0.0 -0.19
C 3.260345 0.233368 0.160300 0.8 -0.5 0.0 0.21
C 4.481566 0.626257 -0.380315 -0.2 0.0 0.0 -0.23
C 5.562211 -0.233108 -0.338507 0.0 0.0 0.0 -0.20
C 5.434043 -1.486872 0.237184 0.0 -0.1 0.0 -0.22
C 4.222163 -1.870042 0.785638 0.1 0.0 0.0 -0.19
C 3.134313 -1.015078 0.757859 -0.1 0.1 0.0 -0.25
C -0.422767 -0.908612 1.167312 0.1 -0.1 -0.1 -0.18
C -1.025501 -2.144845 1.144951 0.0 -0.2 -0.1 -0.27
H -0.663790 -5.265152 -1.363557 0.0 0.0 0.0 0.18
H -2.250635 -5.823884 -0.781836 0.1 0.0 -0.1 0.20
H -2.157101 -4.454646 -1.916432 0.0 0.0 0.0 0.18
H -0.270401 -3.039748 -2.038533 0.0 -0.1 -0.1 0.22
H 0.807010 -0.853525 -1.977390 0.0 0.0 -0.1 0.22
H -2.306796 0.447582 -1.955303 0.0 -0.1 -0.1 0.24
H -3.735441 -1.551127 -1.509384 0.0 -0.1 -0.1 0.22
H -4.672625 -1.893715 0.742262 -0.1 -0.1 0.0 0.22
H -4.219624 -0.267950 2.537897 0.0 0.0 0.1 0.22
H -2.783039 1.719696 2.061380 0.0 0.0 0.1 0.24
H 1.238704 4.137238 -0.067461 0.1 0.3 0.0 0.23
H 4.561347 1.607960 -0.818714 0.0 0.0 0.0 0.24
H 6.506956 0.075633 -0.759563 0.1 0.0 0.0 0.22
H 6.277419 -2.159977 0.264876 0.1 -0.1 0.0 0.21
H 4.120001 -2.839808 1.249039 0.0 -0.1 0.0 0.21
H 2.202715 -1.316544 1.207716 0.0 0.0 0.0 0.23
H -0.453309 -0.308064 2.064164 0.0 0.1 0.1 0.23
H -1.539313 -2.529868 2.010843 -0.1 0.0 0.1 0.23

***

108
Properties=species:S:1:pos:R:3:forces:R:3:mulliken_charge:R:1 method="wB97M-V/def2-TZVPD" homo_energy_ev=-0.53 total_charge=-2
Cs 0.262600 0.721136 0.240914 0.3 0.1 -0.3 1.10
C 1.234121 -3.402882 -0.440564 -0.1 0.0 0.0 -0.18
O 0.766063 -3.021559 0.839821 0.0 0.0 0.0 -0.30
C 1.239023 -3.712437 1.905498 0.0 0.0 0.0 0.87
C 2.093331 -4.804772 1.788549 0.0 0.0 0.0 -0.82
C 2.542979 -5.471742 2.924523 0.0 0.0 0.0 -0.71
C 2.145358 -5.050204 4.180925 0.0 0.0 0.0 -0.78
C 1.292601 -3.960172 4.298643 0.0 0.0 0.0 -0.21
C 0.819891 -3.283774 3.181346 0.0 -0.1 -0.1 0.09
N -0.003639 -2.134653 3.239530 -0.1 0.1 0.1 -0.03
N -0.595935 -2.031543 4.347369 0.0 0.1 0.0 -0.21
C -1.346476 -0.910130 4.614077 0.1 0.0 0.0 -0.35
C -1.521863 0.192397 3.708305 0.1 -0.1 0.0 0.04
O -1.139110 0.201786 2.521089 -0.3 0.2 0.4 -0.43
C -2.200862 1.368312 4.254571 -0.1 0.0 0.0 -0.73
C -2.727419 1.397585 5.492976 0.0 0.0 0.0 -0.80
C -2.635194 0.267496 6.371634 0.0 0.0 0.0 0.85
C -3.207449 0.296539 7.653890 0.0 0.0 0.0 -0.80
C -3.111528 -0.778052 8.504423 0.0 0.0 0.0 -0.48
C -2.422459 -1.922098 8.069716 0.0 0.0 0.0 -0.67
C -1.852084 -1.972981 6.822090 0.0 0.0 0.0 -0.48
C -1.936745 -0.879401 5.925819 0.0 0.0 0.0 1.08
H 2.322942 -3.338222 -0.506277 0.0 0.0 0.0 0.19
H 0.917799 -4.422907 -0.690900 0.0 0.0 0.0 0.46
H 0.809224 -2.701129 -1.153295 0.0 0.0 0.1 -0.30
H 2.418025 -5.137407 0.813502 0.0 0.0 0.0 0.40
H 3.216220 -6.313609 2.814089 0.0 0.0 0.0 0.35
H 2.507070 -5.553379 5.069457 0.0 0.0 0.0 0.36
H 0.983604 -3.595315 5.269341 0.0 0.0 0.0 0.38
H -2.259023 2.225083 3.592031 0.0 0.0 0.0 0.40
H -3.231509 2.289137 5.855054 0.0 0.0 0.0 0.31
H -3.730093 1.196245 7.963711 0.0 0.0 0.0 0.33
H -3.556145 -0.743796 9.491617 0.0 0.0 0.0 0.36
H -2.338445 -2.779527 8.728473 0.0 0.0 0.0 0.37
H -1.325708 -2.858901 6.495667 0.0 0.0 0.0 0.37
O 5.145088 6.914619 -1.644334 0.0 0.0 0.0 -0.70
C 4.463980 5.939296 -1.371233 -0.1 0.1 0.0 0.58
S 3.288340 5.209978 -2.453092 0.0 0.0 0.0 -0.19
C 2.718994 3.898953 -1.401349 0.1 -0.1 0.0 -0.30
C 3.284049 3.839748 -0.171919 0.0 0.0 0.0 -0.01
S 3.022751 2.717999 1.139263 0.0 0.0 0.0 -0.48
S 4.494982 5.095648 0.166161 0.0 0.0 0.0 -0.24
S 1.529685 2.847615 -2.131284 -0.1 0.1 0.0 -0.25
C -3.495207 2.190320 -0.192732 0.0 0.0 0.0 -1.24
P -3.381459 0.371976 0.059305 -0.1 -0.1 0.0 0.57
C -4.590720 0.173477 1.428424 0.0 0.0 0.0 -1.20
C -4.438519 -0.206558 -1.353270 0.0 0.0 0.0 -1.14
C -3.772048 0.017718 -2.719912 0.0 0.0 0.0 -0.99
P -1.927766 -0.205039 -2.658791 0.1 -0.1 -0.1 0.56
C -1.568309 -0.324558 -4.457834 0.0 0.0 0.0 -1.13
C -1.859639 -2.001453 -2.262560 0.0 0.0 0.0 -0.27
H -4.529269 2.526079 -0.314018 0.0 0.0 0.0 0.35
H -2.909368 2.480931 -1.066747 0.0 0.0 0.0 0.34
H -3.057231 2.687779 0.674533 0.0 0.0 0.0 0.37
H -5.549855 0.651062 1.206519 0.0 0.0 0.0 0.40
H -4.169852 0.604806 2.337561 0.0 0.0 0.0 0.24
H -4.750953 -0.889409 1.617476 0.0 0.0 0.0 0.34
H -5.425767 0.268492 -1.315756 0.0 0.0 0.0 0.53
H -4.591336 -1.278404 -1.192373 0.0 0.0 0.0 0.36
H -3.951269 1.043108 -3.055994 0.0 0.0 0.0 0.39
H -4.202821 -0.648813 -3.476318 0.0 0.0 0.0 0.46
H -2.192312 -1.076005 -4.952388 0.0 0.0 0.0 0.42
H -0.515818 -0.592922 -4.562912 0.0 0.0 0.0 -0.02
H -1.722297 0.644960 -4.933886 0.0 0.0 0.0 0.42
H -2.593174 -2.573637 -2.840190 0.0 0.0 0.0 0.46
H -2.029991 -2.158012 -1.196052 0.0 0.0 0.0 0.23
H -0.854001 -2.347687 -2.503804 0.0 0.0 0.0 -0.54
O 1.282596 -1.219626 -2.822434 0.0 0.0 0.0 -0.16
P 2.694628 -1.521952 -3.145278 0.0 -0.1 -0.1 -2.59
N 3.199684 -0.554137 -4.403033 0.0 -0.1 0.0 0.95
C 2.377377 0.581689 -4.871970 0.0 0.0 0.0 0.09
C 3.364705 1.734096 -4.939309 0.0 0.0 0.0 -0.35
C 4.659994 1.062030 -5.382038 0.0 0.0 0.0 -0.76
C 4.620836 -0.303098 -4.681931 0.0 0.0 0.1 0.19
N 3.725651 -1.385020 -1.877558 0.0 0.0 0.0 1.19
C 5.033566 -1.992112 -1.661533 0.0 0.0 0.0 -0.38
C 5.822070 -0.876271 -0.981767 0.0 0.0 0.0 -0.83
C 4.775775 -0.218941 -0.082372 0.0 0.0 0.0 -0.74
C 3.480008 -0.300006 -0.895573 0.1 0.0 0.1 1.12
N 2.814931 -3.138484 -3.614762 -0.1 0.1 0.0 0.54
C 1.623625 -3.657477 -4.309354 0.0 0.0 0.0 -0.28
C 2.100397 -4.986371 -4.876634 0.0 0.0 0.0 -0.73
C 3.523865 -4.651807 -5.311848 0.0 0.0 0.0 -0.89
C 4.023999 -3.758517 -4.173907 0.0 0.0 0.0 -0.18
H 1.567976 0.784124 -4.173050 0.0 0.0 0.0 -0.21
H 1.957642 0.355056 -5.861587 0.0 0.0 0.0 0.23
H 3.454741 2.168402 -3.940477 0.0 0.0 0.0 -0.21
H 3.034986 2.525884 -5.612326 0.0 0.0 0.0 0.47
H 5.547063 1.630197 -5.101725 0.0 0.0 0.0 0.41
H 4.677766 0.923186 -6.467276 0.0 0.0 0.0 0.30
H 5.196447 -0.281910 -3.750836 0.0 0.0 0.0 -0.27
H 5.051030 -1.077063 -5.325782 0.0 0.0 0.0 0.16
H 5.492289 -2.323689 -2.593875 0.0 0.0 0.0 0.29
H 4.956318 -2.866218 -0.997573 0.0 0.0 0.0 0.34
H 6.172773 -0.164746 -1.734474 0.0 0.0 0.0 0.17
H 6.689260 -1.251796 -0.436137 0.0 0.0 0.0 0.46
H 4.989419 0.810894 0.195420 0.0 0.0 0.0 0.38
H 4.671078 -0.792521 0.841817 0.0 0.0 0.0 0.32
H 3.229314 0.638735 -1.394048 0.0 0.1 0.0 -0.25
H 2.640678 -0.574070 -0.256689 0.1 0.0 0.0 -1.06
H 1.304333 -2.990590 -5.122462 0.0 0.0 0.0 0.29
H 0.789614 -3.753232 -3.616304 0.0 0.0 0.0 -0.13
H 1.469231 -5.344580 -5.690311 0.0 0.0 0.0 0.42
H 2.114319 -5.743974 -4.088716 0.0 0.0 0.0 0.29
H 3.496858 -4.084164 -6.245407 0.0 0.0 0.0 0.29
H 4.157748 -5.526415 -5.463064 0.0 0.0 0.0 0.41
H 4.738424 -3.019762 -4.538892 0.0 0.0 0.0 0.10
H 4.531034 -4.356234 -3.409129 0.0 0.0 0.0 0.25

***

23
Properties=species:S:1:pos:R:3:forces:R:3:nbo_charge:R:1 method="wB97M-V/def2-TZVPD" homo_energy_ev="-10.32 / -12.97" s2=2.0081 multiplicity=3 total_charge=+1
O -0.082068 3.251513 -0.116476 0.1 -2.8 -0.1 -0.38
C -0.016056 2.111087 -0.111053 -0.2 4.0 0.3 0.52
Pd 0.022679 -0.007757 -0.235419 0.1 -0.3 -0.3 0.53
C 0.037702 -2.039503 -0.137946 -0.1 -4.7 0.7 0.55
O 0.012991 -3.183998 -0.114625 0.1 3.1 -0.3 -0.37
C 0.008982 -0.102227 -2.279314 0.2 1.0 -1.5 0.18
O -0.077454 -1.002866 -3.043141 0.0 0.7 0.1 -0.46
C 2.045534 0.039338 -0.373891 4.6 0.1 0.7 0.47
O 3.188426 -0.026795 -0.444856 -2.7 -0.1 -0.3 -0.39
C -2.011224 0.020146 -0.367711 -4.9 0.1 0.9 0.52
O -3.155068 -0.025845 -0.356447 2.9 0.0 -0.4 -0.37
H 0.103132 1.040094 -2.453803 -0.1 -1.2 -1.4 0.12
C -0.740477 -0.701912 4.642076 -0.4 -0.3 0.4 -0.42
N 0.291383 0.212809 4.215432 0.5 0.4 -0.3 -0.59
C 0.550355 0.458995 2.918830 -1.0 -0.8 -0.4 0.80
N 1.544118 1.344879 2.647455 -0.1 0.0 0.2 -0.82
O -0.130287 -0.119405 2.019065 0.9 0.8 1.7 -0.78
H -1.232796 -1.128567 3.766404 0.2 0.1 0.2 0.24
H -1.482491 -0.178216 5.251284 0.1 -0.1 -0.1 0.21
H -0.308810 -1.509236 5.240373 -0.1 0.1 -0.1 0.21
H 0.847576 0.685934 4.915241 -0.2 -0.2 -0.1 0.40
H 1.816182 1.540916 1.697958 0.0 -0.1 0.4 0.40
H 2.054371 1.760617 3.411464 0.1 0.1 -0.3 0.41

***

24
Properties=species:S:1:pos:R:3:forces:R:3:nbo_charge:R:1 method="wB97M-V/def2-TZVPD" homo_energy_ev=-8.99 smiles="SP([C@@H]1CO1)[C@@H]1CO1.S=C[C@@H]1CS1"
S -0.224280 -0.200660 1.742507 0.2 -0.7 2.3 -0.34
P 1.309379 -0.793102 0.513175 0.6 1.3 -1.7 0.60
C 0.306805 -0.716823 -1.124301 0.0 1.9 3.9 -0.19
C -0.035044 -2.015519 -1.641469 -1.7 -0.1 -1.2 -0.11
O 1.036066 -1.240539 -2.117083 1.6 -0.1 -3.2 -0.48
C 2.176506 0.915693 0.274538 -2.7 -2.1 -1.1 -0.19
C 3.392099 0.840740 -0.494357 1.1 2.5 -0.6 -0.12
O 3.386992 1.105302 0.886035 0.4 0.8 1.9 -0.48
H 0.467234 -0.834598 2.806277 -1.2 0.9 -1.0 0.18
H -0.258560 0.229644 -1.274540 0.1 -0.8 -0.2 0.20
H 0.336145 -2.870773 -1.182197 0.2 -1.5 1.2 0.19
H -0.927292 -2.173863 -2.275949 0.7 0.4 0.2 0.20
H 1.451439 1.738577 0.080374 0.8 -0.2 0.5 0.19
H 4.001486 0.044511 -0.730164 0.4 -2.4 -0.6 0.19
H 3.727830 1.713650 -1.041674 -0.4 0.2 -0.3 0.18
S -3.405450 -0.327301 -2.222807 -0.5 0.1 -0.2 0.04
C -4.240661 0.200603 -0.950613 0.7 -0.4 0.1 -0.25
C -3.660266 0.264915 0.367802 0.6 0.2 1.7 -0.39
C -4.602618 0.279363 1.614109 -0.2 -0.4 -1.4 -0.50
S -3.885726 1.880269 1.205008 -0.1 -0.2 0.0 0.17
H -5.243195 0.540044 -0.910064 -1.2 0.3 -0.8 0.19
H -2.626018 -0.097521 0.359710 -0.5 -0.1 0.7 0.25
H -5.691309 0.198485 1.254856 1.7 -0.1 1.2 0.23
H -4.261652 -0.211714 2.565641 -0.5 0.5 -1.2 0.25

***

13
Properties=species:S:1:pos:R:3:forces:R:3:nbo_charge:R:1 method="wB97M-V/def2-TZVPD" homo_energy_ev=-8.87
O 2.123315 1.570237 -1.421905 -0.1 -0.2 0.5 -0.51
C 1.948202 0.868922 -0.455747 -0.1 0.2 -0.4 0.43
C 0.771468 -0.054023 -0.301078 0.1 -0.2 -0.4 -0.06
O 0.674919 -0.677072 0.958133 0.0 0.1 0.2 -0.50
C -0.678571 -0.980812 0.796905 -0.3 -0.1 -0.2 0.14
C -1.590708 0.156720 0.569439 -0.1 0.4 0.3 -0.47
C -0.695529 0.067377 -0.596671 -0.3 0.0 0.0 -0.23
H 2.723232 0.739742 0.332215 -0.2 0.2 -0.1 0.12
H 0.849841 -0.842411 -1.060937 1.4 -0.2 0.0 0.22
H -0.937532 -1.906150 1.330774 -0.2 0.1 -0.9 0.21
H -2.551493 -0.279020 0.270813 0.0 0.4 0.3 0.22
H -1.682105 1.025496 1.210138 0.1 0.2 0.3 0.19
H -0.955043 0.310999 -1.632078 -0.3 -0.9 0.3 0.23

***

no.,strongest force on any atom (hartree/bohr)
1,0.1073
2,0.0196
3,0.0107
4,0.0974
5,0.0849
6,0.0278